Run w
Below is 2 unconnected molecules or ions with the total composition C5H8N2, with properties calculated with ωB97M-V/def2-TZVPD.

XYZ file:
```
15
Properties=species:S:1:pos:R:3:mulliken_charge:R:1
C 0.85 -1.74 0.69 0.3195
C 0.26 -0.03 -1.82 -0.4468
C -0.53 1.08 -1.31 -0.3994
C -0.65 -0.18 1.78 -1.4365
C -0.02 -0.65 0.51 0.3546
N 1.49 -2.68 0.88 -0.4435
N -0.43 -0.16 -0.64 0.0191
H -0.11 -0.57 -2.78 0.2491
H 1.33 0.30 -1.61 0.2526
H -0.03 1.83 -0.70 0.2504
H -1.35 1.47 -1.85 0.2419
H -1.11 -0.92 2.45 0.3667
H -1.48 0.42 1.66 0.4470
H -0.06 0.59 2.37 0.2898
H 1.85 1.24 0.36 -0.0646
```

Its highest occupied orbital energy (spin up / spin down) is -10.104 / -7.196 eV.

Run x
Below is C5H8N2 in the gas phase, with properties calculated with ωB97M-V/def2-TZVPD.

XYZ file:
```
15
Properties=species:S:1:pos:R:3:mulliken_charge:R:1
C 0.03 -1.01 2.65 -0.7648
N -0.08 -0.17 1.50 -0.2728
C -0.92 -0.45 0.56 0.0287
C -0.81 0.10 -0.72 -0.6783
C 0.44 0.74 -1.09 0.9136
C 0.81 1.01 -2.52 -1.1028
N 1.07 1.14 -0.08 -0.5564
H -0.77 -1.76 2.70 0.2938
H -0.03 -0.39 3.54 0.2542
H 0.98 -1.53 2.69 0.2790
H -1.74 -1.17 0.71 0.3216
H -1.69 0.28 -1.33 0.3527
H 0.02 1.59 -2.99 0.2987
H 0.93 0.06 -3.04 0.2994
H 1.75 1.56 -2.58 0.3333
```

Its highest occupied orbital energy (spin up / spin down) is -8.377 / -8.116 eV.

Run y
Below is a molecular structure, C5H8N2, with properties calculated with ωB97M-V/def2-TZVPD.

XYZ file:
```
15
Properties=species:S:1:pos:R:3:mulliken_charge:R:1
C 2.69 0.36 0.22 -0.6193
N 0.91 -0.16 -0.45 -0.1462
C 0.43 -1.32 0.12 -0.4673
C -0.89 -1.12 0.38 -0.7104
C -1.25 0.20 -0.04 0.9569
N -2.51 0.78 0.11 -0.5579
C -0.11 0.77 -0.55 -0.8728
H 2.06 -0.29 -0.94 0.4053
H 2.35 1.40 0.34 0.1782
H 2.63 -0.09 1.22 0.1854
H 1.08 -2.17 0.27 0.4206
H -1.56 -1.84 0.83 0.3532
H -3.26 0.11 -0.01 0.2537
H -2.68 1.58 -0.49 0.2382
H 0.05 1.75 -0.99 0.3824
```

Its highest occupied orbital energy is -7.922 eV.

run x comes first in stability; the runner-up is 0.0250 hartree higher.

Run w
Below is a molecular structure, C5H8N2, with properties calculated with ωB97M-V/def2-TZVPD.

XYZ file:
```
15
Properties=species:S:1:pos:R:3:mulliken_charge:R:1
C -1.17 0.19 0.06 0.1039
C -0.54 -1.17 0.13 -0.4300
C 1.00 -1.09 0.05 -0.4922
C 1.63 0.19 0.02 -0.0958
C 0.94 1.39 0.12 -0.2905
H -3.02 0.73 -0.11 0.2310
H -0.65 -1.51 1.18 0.2045
H -1.12 -1.88 -0.32 0.4977
H 1.41 -1.78 0.75 0.3161
H 1.35 -1.70 -0.93 0.2198
H 2.84 0.53 -0.16 0.1794
H 1.33 2.48 -0.54 0.1672
H -1.04 2.23 -0.58 0.3635
N -2.37 -0.05 -0.10 -0.5297
N -0.58 1.43 0.42 -0.4449
```

Its highest occupied orbital energy is -8.729 eV.

Run x
Below is a molecular structure, C5H8N2, with properties calculated with ωB97M-V/def2-TZVPD.

XYZ file:
```
15
Properties=species:S:1:pos:R:3:mulliken_charge:R:1
C -0.65 1.38 -1.12 -0.7691
N 0.34 0.76 0.32 -0.3607
C -1.04 0.54 0.59 -0.2931
C -1.28 -0.82 0.78 -0.7654
C -0.05 -1.46 0.60 -0.1181
C 0.88 -0.47 0.26 0.1793
N 2.20 -0.65 -0.20 -0.5431
H -0.04 0.91 -1.89 0.3183
H -1.70 1.32 -1.40 0.3139
H -0.36 2.42 -0.97 0.2921
H -1.65 1.36 0.96 0.4429
H -2.21 -1.29 1.08 0.4310
H 0.17 -2.51 0.76 0.3679
H 2.82 0.08 0.15 0.2508
H 2.57 -1.56 0.07 0.2533
```

Its highest occupied orbital energy is -7.370 eV.

run x comes first in stability; the runner-up is 0.0813 hartree higher.

Run w
Below is H3N3O2 in the gas phase, with properties calculated with ωB97M-V/def2-TZVPD.

XYZ file:
```
8
Properties=species:S:1:pos:R:3:mulliken_charge:R:1
N -1.33 0.20 -0.04 -0.4868
N -0.19 -0.53 -0.26 -0.2931
N 1.02 0.01 -0.01 1.0544
O 1.07 1.22 -0.01 -0.5873
O 1.98 -0.76 0.04 -0.6132
H -1.22 0.67 0.96 0.2911
H -1.17 0.78 -0.84 0.3202
H -0.17 -1.60 0.17 0.3146
```

Its highest occupied orbital energy is -10.975 eV.

Run x
Below is H3N3O2 in the gas phase, with properties calculated with ωB97M-V/def2-TZVPD.

XYZ file:
```
8
Properties=species:S:1:pos:R:3:mulliken_charge:R:1
N 0.44 -1.13 0.52 -0.5127
N -0.26 0.29 0.56 -0.2509
N -0.40 0.70 -0.65 1.1033
O 0.53 0.56 -1.44 -0.6647
O -1.48 1.24 -0.90 -0.6021
H 0.74 -1.03 -0.48 0.3537
H 1.39 -1.04 1.07 0.2830
H -0.96 0.41 1.30 0.2904
```

Its highest occupied orbital energy is -10.567 eV.

Run y
Below is a molecular structure, H3N3O2, with properties calculated with ωB97M-V/def2-TZVPD.

XYZ file:
```
8
Properties=species:S:1:pos:R:3:mulliken_charge:R:1
N 1.25 -0.07 -0.39 -0.3459
N 0.40 0.81 0.11 -0.2896
N -1.23 -0.01 0.19 0.7667
O -1.10 -1.22 0.24 -0.4815
O -2.21 0.66 0.01 -0.4950
H 1.16 -0.87 0.16 0.2759
H 1.06 -0.18 -1.40 0.2822
H 0.67 0.88 1.09 0.2873
```

Its highest occupied orbital energy is -9.672 eV.

Run z
Below is 2 unconnected molecules or ions with the total composition H3N3O2, with properties calculated with ωB97M-V/def2-TZVPD.

XYZ file:
```
8
Properties=species:S:1:pos:R:3:mulliken_charge:R:1
N 0.70 -0.28 0.08 -0.3866
N -1.11 0.57 0.17 -0.5684
N -2.13 -0.14 0.04 1.3757
O -2.09 -1.32 -0.11 -0.6774
O -3.11 0.61 0.01 -0.6518
H 0.76 -0.24 1.12 0.2943
H 0.22 -1.27 -0.06 0.3256
H -1.11 1.63 0.00 0.2885
```

Its highest occupied orbital energy (spin up / spin down) is -10.615 / -10.614 eV.

run w comes first in stability; the runner-up is 0.0027 hartree higher.

Run w
Below is a molecular structure, C4H8N4, with properties calculated with ωB97M-V/def2-TZVPD.

XYZ file:
```
16
Properties=species:S:1:pos:R:3:mulliken_charge:R:1
C -1.78 1.58 0.01 -1.1525
C -1.10 0.19 -0.10 -0.0440
C 0.11 -0.26 -0.24 0.7204
C -0.01 -1.65 -0.02 -0.2636
H -2.81 1.56 0.38 0.3359
H -2.00 1.92 -1.05 0.2439
H -1.19 2.30 0.53 0.3453
H 0.13 -1.88 1.23 0.2224
H 0.89 -2.54 -0.49 0.3021
H 1.22 1.42 0.07 0.2111
H 2.76 -0.29 0.89 0.2185
H 3.36 0.32 -0.61 0.2645
N -1.47 -2.00 -0.15 -0.5659
N -1.98 -0.88 -0.16 -0.1083
N 1.34 0.42 -0.20 -0.0553
N 2.54 -0.21 -0.11 -0.6746
```

Its highest occupied orbital energy is -8.227 eV.

Run x
Below is 2 unconnected molecules or ions with the total composition C4H8N4, with properties calculated with ωB97M-V/def2-TZVPD.

XYZ file:
```
16
Properties=species:S:1:pos:R:3:mulliken_charge:R:1
C -1.56 -0.04 -1.28 -0.9455
N -1.15 -0.46 0.06 -0.1522
C -1.45 0.42 1.23 -0.9743
C -0.03 -1.15 0.15 0.6455
N 0.95 -1.78 0.12 -0.7362
H -2.38 0.50 -1.05 0.3792
H -0.78 0.60 -1.73 0.3057
H -1.75 -1.03 -1.69 0.3689
H -0.90 0.05 1.99 0.4339
H -1.30 1.52 0.82 0.2960
H -2.52 0.09 1.38 0.3362
N 1.15 1.34 -0.44 -0.4934
C 2.13 0.79 -0.16 0.4136
N 3.07 -0.10 -0.03 -0.4318
H 2.71 -0.99 0.05 0.3091
H 3.81 0.24 0.58 0.2452
```

Its highest occupied orbital energy is -9.141 eV.

run x comes first in stability; the runner-up is 0.0824 hartree higher.

Run w
Below is C4H8N4 in the gas phase, with properties calculated with ωB97M-V/def2-TZVPD.

XYZ file:
```
16
Properties=species:S:1:pos:R:3:mulliken_charge:R:1
C -2.73 0.42 0.15 -0.5849
C -2.16 -0.83 -0.38 -0.4592
C -1.37 -0.06 0.73 0.0433
C -0.19 0.54 0.18 -0.3579
N 1.04 0.04 0.46 -0.3177
N 1.96 0.59 -0.33 -0.2848
N 3.72 -0.78 0.45 -0.7445
N 3.19 0.16 -0.26 0.4254
H -2.58 1.37 -0.44 0.2136
H -3.50 0.68 0.85 0.2968
H -2.51 -1.74 0.04 0.2824
H -1.69 -0.75 -1.48 0.2069
H -1.39 -0.44 1.73 0.4484
H -0.20 1.17 -0.76 0.3626
H 4.55 -1.02 -0.01 0.2161
H 3.85 0.66 -0.94 0.2534
```

Its highest occupied orbital energy (spin up / spin down) is -7.662 / -7.672 eV.

Run x
Below is C4H8N4 in the gas phase, with properties calculated with ωB97M-V/def2-TZVPD.

XYZ file:
```
16
Properties=species:S:1:pos:R:3:mulliken_charge:R:1
C -1.21 1.21 -0.01 -0.2566
C 0.14 1.52 0.29 -0.4164
N 1.46 0.93 0.21 -0.2790
N 1.48 -0.09 -0.66 -0.3286
C 1.01 -1.36 -0.07 -0.6531
C -0.23 -1.10 0.68 -0.5291
N -1.27 -1.11 -0.18 -0.1670
N -1.81 0.03 -0.39 -0.3809
H -2.02 2.05 -0.17 0.3557
H 0.29 2.44 0.74 0.4140
H 2.08 1.66 -0.04 0.2935
H 0.64 0.30 -1.39 0.4574
H 0.56 -2.14 -0.66 0.3501
H 1.90 -1.98 0.54 0.2605
H -0.37 -1.96 1.42 0.2828
H -0.38 -0.27 1.31 0.5967
```

Its highest occupied orbital energy is -8.430 eV.

run w comes first in stability; the runner-up is 0.0236 hartree higher.